Entry 1:
{"formula": "C4H10O3", "method": "wB97M-V/def2-TZVPD", "total_charge": -2, "molar_mass_g_mol": 106.1, "e_homo_ev": 0.521, "homo_lumo_gap_ev": 6.10, "relative_energy_kcal_mol": 4.2, "symbols": ["C", "C", "C", "O", "C", "O", "H", "H", "H", "H", "H", "H", "H", "H", "H", "H", "O"], "xyz": [[-0.093271, -0.013555, 0.534393], [-1.480885, -0.192230, -0.094808], [-2.666111, 0.108181, 0.861599], [-3.905091, -0.038314, 0.311861], [1.095692, 0.315684, -0.386399], [2.238742, 0.667756, 0.276604], [-0.170477, 0.802528, 1.262231], [0.176174, -0.898815, 1.123906], [-1.615817, -1.224588, -0.441410], [-1.655125, 0.426638, -0.982214], [-2.507524, 1.147133, 1.245994], [-2.497815, -0.586542, 1.733356], [0.722414, 1.110903, -1.074941], [1.266807, -0.564238, -1.050403], [3.421703, 0.068659, -0.440615], [3.560775, -0.802707, -1.751794], [4.109813, -0.326486, -1.127365]], "forces_ev_per_a": [[-0.2, 0.1, 0.1], [-0.1, -0.3, -0.1], [-0.6, -0.4, -0.3], [0.2, 0.0, 0.1], [-0.1, 0.1, 0.1], [0.3, -0.1, 0.1], [0.2, 0.1, 0.0], [0.0, 0.0, 0.0], [0.0, 0.0, 0.0], [0.3, 0.2, 0.0], [0.3, 0.0, 0.2], [0.0, 0.2, 0.2], [0.0, 0.1, -0.1], [-0.1, -0.2, -0.1], [-0.6, 0.3, -0.2], [-0.2, 0.0, 0.0], [0.6, -0.2, 0.1]], "nbo_charge": [-0.426, -0.435, -0.001, -1.002, -0.008, -0.954, 0.176, 0.166, 0.163, 0.172, 0.063, 0.053, 0.081, 0.069, 0.511, 0.436, -1.066]}

Entry 2:
{"formula": "C4H10O3", "method": "wB97M-V/def2-TZVPD", "total_charge": -2, "molar_mass_g_mol": 106.1, "e_homo_ev": 0.563, "homo_lumo_gap_ev": 6.31, "relative_energy_kcal_mol": 19.5, "symbols": ["C", "O", "C", "C", "C", "O", "H", "H", "H", "H", "H", "H", "H", "H", "H", "H", "O"], "xyz": [[0.627840, 0.152813, 2.283075], [0.611789, 0.841175, 3.461267], [0.017606, 0.969224, 1.102669], [0.431720, 0.585742, -0.333604], [-0.732782, 0.718387, -1.350941], [-0.667637, -0.181613, -2.471942], [1.660591, -0.184799, 1.984068], [0.000613, -0.765023, 2.326180], [0.205896, 2.045211, 1.259869], [-1.057009, 1.022788, 1.354761], [1.320315, 1.110883, -0.692341], [0.742969, -0.463904, -0.350780], [-0.561665, 1.664715, -1.886346], [-1.702363, 0.647251, -0.860568], [-0.546823, -1.223908, -2.124131], [0.354322, -2.572362, -2.732542], [-0.236181, -2.587928, -1.964298]], "forces_ev_per_a": [[0.1, 0.9, 0.4], [0.0, -0.2, 0.0], [0.2, 1.1, 0.3], [-1.2, -1.1, 0.3], [1.6, -0.4, -1.9], [-0.1, -0.2, 1.1], [-0.2, 0.0, -0.1], [0.1, -0.3, -0.1], [0.7, -0.2, 0.2], [-0.1, -0.7, -0.8], [-0.1, 0.4, 0.1], [-0.2, -0.1, 0.1], [-0.8, 0.5, 0.6], [-0.1, 0.2, 0.2], [0.0, 0.3, -0.4], [-0.1, -0.2, 0.2], [0.1, 0.0, -0.3]], "nbo_charge": [-0.009, -1.004, -0.439, -0.448, -0.046, -0.855, 0.061, 0.078, 0.169, 0.174, 0.168, 0.224, 0.127, 0.133, 0.499, 0.401, -1.233]}